{"formula": "C18H41N2OP3PdS", "method": "ωB97M-V/def2-TZVPD", "relative_energy_kj_mol": 260.0, "gap_ev": [7.92, 6.53], "multiplicity": 5, "homo_energy_ev": [-19.73, -21.07], "total_charge": 4, "lumo_energy_ev": [-11.8, -14.5], "energy_ha": -2443.66995, "symbols": ["Pd", "P", "P", "P", "H", "C", "C", "H", "C", "C", "C", "C", "C", "C", "C", "C", "C", "H", "H", "H", "H", "H", "H", "H", "H", "H", "H", "H", "H", "H", "H", "H", "H", "H", "H", "H", "H", "H", "H", "H", "H", "H", "H", "H", "H", "H", "C", "C", "C", "C", "C", "C", "O", "H", "H", "H", "H", "H", "H", "N", "C", "N", "S", "H", "H", "H", "H"], "positions_angstrom": [[0.42439, -1.11771, 0.07420], [2.15922, -1.29718, 1.49413], [0.49038, 3.98290, -0.48401], [-1.05454, -2.92355, 0.21033], [2.61746, 0.92087, -1.97436], [1.53483, 0.74300, -1.81418], [0.84663, 1.25186, -3.02931], [1.46005, 2.04730, -3.50367], [3.52654, -2.11786, 0.62854], [2.75776, 0.27126, 2.16193], [1.67395, -2.31293, 2.91155], [1.20613, 5.55840, -0.88035], [-0.45050, 4.22505, 1.04801], [1.82581, 2.84650, -0.24640], [-2.70925, -2.82864, -0.56748], [-1.55885, -3.55675, 1.85513], [-0.35775, -4.40323, -0.60599], [1.41433, -0.34517, -1.63135], [0.72274, 0.49278, -3.82151], [4.28958, -2.47968, 1.32766], [3.98418, -1.40660, -0.07187], [3.12236, -2.96321, 0.05696], [3.53231, 0.08175, 2.91664], [1.93994, 0.83604, 2.62652], [3.20243, 0.86545, 1.35953], [2.48076, -2.31943, 3.65476], [1.49072, -3.33558, 2.57251], [0.76251, -1.91061, 3.36875], [1.32092, 6.18656, 0.01024], [0.55399, 6.05611, -1.60588], [2.19688, 5.39825, -1.31779], [-0.44367, 5.26806, 1.37626], [-0.05588, 3.64383, 1.87715], [-1.48952, 3.94121, 0.90280], [2.70337, 3.18046, -0.79628], [1.48569, 1.81547, -0.67893], [2.06076, 2.71055, 0.80144], [-3.41875, -3.44281, 0.00367], [-2.66204, -3.21277, -1.59452], [-3.06536, -1.79393, -0.58524], [-1.79523, -4.62564, 1.74797], [-2.46188, -3.03013, 2.18211], [-0.76313, -3.43061, 2.59501], [-0.95700, -5.28732, -0.34695], [0.68326, -4.54889, -0.28374], [-0.38501, -4.23896, -1.69129], [-1.52162, 1.02357, -2.77738], [-1.15235, -0.27667, -2.44122], [-1.60205, -1.32506, -3.21506], [-2.84785, -1.13655, -3.83248], [-3.54748, 0.03868, -3.58660], [-2.88943, 1.19089, -3.13052], [-0.54033, 1.97798, -2.89580], [-0.25061, 3.55365, -1.63064], [-0.50952, -0.39629, -1.51361], [-1.02882, -2.26445, -3.24415], [-3.29698, -1.96734, -4.35985], [-4.63316, 0.07235, -3.71662], [-3.34174, 2.17478, -2.95519], [-0.21946, 1.40189, 3.61732], [-0.92268, 0.47032, 2.91039], [-1.40497, -0.58275, 3.62109], [-1.04299, 0.58484, 1.22420], [-0.29133, 1.34404, 4.62991], [-0.18992, 2.35994, 3.25778], [-2.11551, -1.15522, 3.17801], [-1.49272, -0.48309, 4.62772]], "forces_ev_per_a": [[-1.108, 0.220, 0.474], [1.152, -0.429, 1.100], [-0.038, 1.239, 0.331], [-1.206, -1.871, 0.116], [-0.561, -0.068, 0.434], [1.444, -1.188, -1.707], [-0.144, 1.880, -1.240], [-0.583, -0.283, 0.402], [-0.140, 0.101, -0.189], [0.080, 0.191, 0.016], [0.057, 0.065, -0.023], [0.209, 0.471, -0.434], [-0.702, -0.169, -0.012], [-0.167, -0.703, 0.025], [-0.042, 0.441, -0.348], [0.496, 0.425, 0.246], [0.550, 0.431, -0.026], [-0.001, 0.532, 0.199], [-0.121, 0.199, 0.485], [-0.120, 0.061, -0.042], [-0.039, -0.199, 0.153], [0.218, 0.083, 0.143], [-0.105, -0.025, -0.121], [0.218, -0.212, -0.106], [0.013, -0.092, 0.098], [-0.099, -0.043, -0.113], [0.069, 0.047, 0.103], [0.241, -0.086, -0.062], [-0.075, -0.165, -0.156], [0.207, 0.172, 0.126], [-0.196, 0.183, -0.117], [0.135, -0.006, -0.384], [0.240, -0.092, -0.306], [-0.146, -0.046, 0.042], [0.046, -0.093, -0.047], [0.260, 0.744, 0.606], [0.057, 0.056, 0.174], [0.255, 0.124, -0.112], [-0.040, 0.116, 0.309], [-0.125, -0.174, 0.022], [0.043, 0.325, 0.009], [0.145, -0.142, -0.032], [-0.275, -0.179, -0.045], [0.118, 0.251, -0.079], [-0.286, -0.180, -0.173], [0.125, -0.197, 0.235], [0.609, 2.161, -0.825], [1.408, -2.216, 0.780], [0.798, 0.204, 0.933], [0.504, -0.999, -0.339], [-0.893, 2.616, 0.753], [-0.618, -0.277, -0.075], [-0.919, -3.346, 0.644], [0.161, 0.255, 1.008], [-0.531, 0.095, -1.972], [-0.710, 0.315, 0.135], [-0.175, 0.061, -0.123], [0.426, 0.104, -0.432], [-0.119, -0.450, -0.616], [-1.177, -0.282, -0.429], [0.616, -0.428, 2.341], [0.023, 1.264, -0.928], [-0.040, -0.118, -1.002], [0.114, 0.206, -0.042], [0.170, -0.751, 0.149], [0.284, 0.036, 0.094], [0.011, -0.165, -0.029]], "lowdin_charge": [0.299, 0.729, 0.938, 0.771, 0.118, -0.064, -0.108, 0.157, -0.205, -0.219, -0.219, -0.180, -0.180, -0.208, -0.224, -0.219, -0.216, 0.039, 0.156, 0.088, 0.064, 0.054, 0.089, 0.021, 0.044, 0.087, 0.059, 0.025, 0.088, 0.086, 0.076, 0.085, 0.017, 0.061, 0.091, -0.006, 0.057, 0.081, 0.050, 0.047, 0.086, 0.051, 0.024, 0.085, 0.054, 0.051, -0.194, -0.071, -0.016, 0.052, 0.028, 0.103, -0.013, 0.070, 0.025, 0.143, 0.155, 0.155, 0.160, 0.134, -0.823, 0.153, 0.668, 0.144, 0.097, 0.101, 0.149]}